ORCA calculation (the ωB97M-V functional and the def2-TZVPD basis) on a molecular structure, C54H53AsN7ReS4.

```
120
Properties=species:S:1:pos:R:3:forces:R:3
Re -0.125 -0.120 -0.088 2.13 -0.20 -1.32
S 2.184 -0.101 0.362 -1.35 -0.19 -0.54
C 2.238 -1.531 1.388 0.14 -0.24 -0.11
C 3.290 -1.650 2.295 -0.08 0.09 -0.08
C 3.379 -2.750 3.130 -0.02 -0.08 0.04
C 2.425 -3.757 3.069 0.00 -0.02 0.02
C 1.384 -3.667 2.158 0.00 0.03 0.01
C 1.283 -2.556 1.335 0.10 -0.27 0.11
S 0.015 -2.489 0.075 0.07 0.53 0.46
C -1.589 -2.690 0.959 0.21 -0.10 -0.11
C -2.585 -1.574 0.735 -0.06 -0.12 -0.04
C -3.883 -1.777 1.167 -0.03 -0.02 -0.05
C -4.788 -0.731 1.126 0.14 0.01 -0.03
C -4.351 0.508 0.690 -0.06 -0.08 -0.04
C -3.044 0.657 0.261 -0.11 0.09 0.00
C -2.555 2.015 -0.135 0.31 0.15 -0.15
S -0.732 2.234 0.017 -0.45 -0.55 0.25
C -0.668 2.680 1.743 0.22 0.19 0.01
C -0.769 4.034 2.044 -0.06 0.03 -0.04
C -0.780 4.451 3.363 -0.06 0.06 0.01
C -0.669 3.503 4.374 0.06 -0.02 -0.03
C -0.535 2.162 4.070 0.01 -0.05 -0.04
C -0.523 1.721 2.742 -0.29 0.27 -0.05
S -0.328 0.032 2.404 0.21 -0.42 -0.38
N -2.189 -0.385 0.232 -0.71 -0.10 0.20
H 4.016 -0.848 2.347 0.04 -0.03 -0.01
H 4.201 -2.831 3.829 -0.01 0.03 0.02
H 2.498 -4.621 3.716 0.00 0.00 0.01
H 0.652 -4.462 2.084 0.02 -0.04 0.00
H -1.355 -2.752 2.024 -0.03 0.05 0.01
H -2.017 -3.637 0.631 -0.03 0.00 0.08
H -4.166 -2.739 1.571 0.00 -0.03 -0.05
H -5.804 -0.872 1.465 -0.01 0.02 0.00
H -5.010 1.364 0.693 0.00 0.01 0.00
H -3.025 2.781 0.480 -0.01 0.00 0.00
H -2.773 2.211 -1.185 -0.06 -0.02 0.03
H -0.850 4.748 1.233 0.00 0.04 0.04
H -0.890 5.499 3.604 0.06 0.01 -0.03
H -0.674 3.815 5.410 -0.01 0.00 0.00
H -0.427 1.429 4.860 -0.02 0.00 0.01
C -6.680 -2.279 -4.775 0.04 0.01 0.06
C -5.408 -1.638 -4.295 0.03 0.02 -0.04
C -5.187 -0.275 -4.436 -0.02 -0.06 0.02
C -3.996 0.315 -4.037 0.12 0.13 0.06
C -3.822 1.797 -4.253 0.03 -0.14 -0.02
C -2.963 -0.473 -3.490 0.01 0.07 0.19
As -1.376 0.630 -2.986 -0.01 0.54 -0.52
N -0.069 -0.430 -2.167 -0.20 0.62 1.81
C 0.731 -1.296 -2.925 0.26 -0.82 -0.67
C 1.932 -1.865 -2.463 -0.29 0.29 0.12
C 2.637 -2.793 -3.209 0.07 -0.05 -0.20
C 2.193 -3.186 -4.460 0.07 0.03 0.06
C 1.037 -2.608 -4.962 -0.05 -0.01 -0.12
C 0.327 -1.687 -4.219 -0.08 0.12 0.37
C -0.445 1.224 -4.670 -0.07 0.05 0.17
C -0.740 0.892 -5.999 -0.06 -0.07 0.05
C -1.760 -0.131 -6.437 0.08 0.03 0.03
C -0.038 1.509 -7.034 -0.03 0.02 0.01
C 0.957 2.440 -6.808 -0.01 -0.03 -0.05
C 1.684 3.108 -7.940 0.00 -0.02 0.05
C 1.255 2.750 -5.488 -0.03 -0.01 0.01
C 0.572 2.180 -4.426 -0.09 -0.07 0.00
C 0.950 2.643 -3.044 0.00 -0.04 -0.04
C -3.213 -1.836 -3.260 0.11 0.05 0.04
C -2.239 -2.757 -2.577 -0.05 -0.04 -0.07
C -4.417 -2.391 -3.684 -0.02 0.06 -0.01
H -7.291 -1.568 -5.327 -0.03 -0.02 0.00
H -7.263 -2.654 -3.932 -0.04 0.00 -0.02
H -6.463 -3.126 -5.426 -0.02 0.00 -0.01
H -5.958 0.344 -4.880 0.01 0.02 -0.01
H -4.720 2.230 -4.687 0.01 0.03 -0.01
H -2.982 2.000 -4.922 -0.06 0.10 -0.01
H -3.616 2.308 -3.308 -0.01 0.08 -0.04
H 2.349 -1.542 -1.529 -0.02 -0.06 0.19
H 3.557 -3.204 -2.811 -0.01 0.02 0.04
H 2.744 -3.914 -5.039 -0.01 0.00 -0.01
H 0.679 -2.882 -5.947 -0.02 0.01 0.00
H -0.580 -1.266 -4.625 0.01 -0.17 -0.03
H -2.373 -0.499 -5.624 0.02 -0.08 -0.15
H -1.250 -0.979 -6.899 -0.02 -0.02 -0.01
H -2.419 0.298 -7.193 -0.02 -0.01 0.00
H -0.289 1.236 -8.053 0.00 0.01 -0.01
H 1.401 2.676 -8.898 0.02 0.01 -0.01
H 2.763 3.010 -7.819 0.01 0.01 -0.02
H 1.450 4.174 -7.963 0.02 0.00 -0.03
H 2.041 3.468 -5.278 -0.01 0.01 0.01
H 1.802 3.319 -3.094 -0.02 0.00 0.01
H 1.219 1.807 -2.397 0.02 -0.02 0.07
H 0.118 3.176 -2.581 0.02 0.02 0.08
H -1.725 -2.241 -1.772 0.05 -0.01 -0.03
H -1.481 -3.122 -3.269 0.06 -0.03 0.03
H -2.761 -3.624 -2.171 -0.01 0.02 0.02
H -4.578 -3.454 -3.539 0.01 0.00 0.04
C 3.076 3.405 0.242 0.14 0.01 0.06
C 3.195 2.959 1.656 -0.19 -0.14 0.23
N 2.551 1.946 2.183 -0.10 0.27 0.10
C 2.932 1.872 3.498 0.11 0.17 -0.01
C 3.819 2.864 3.772 -0.01 -0.05 0.17
N 3.980 3.565 2.595 0.11 0.00 -0.02
C 4.993 4.570 2.348 -0.11 0.06 -0.09
N 5.951 4.109 1.377 0.14 -0.29 0.12
N 6.109 4.770 0.204 -0.14 0.14 0.10
N 6.867 4.102 -0.566 0.15 0.06 -0.28
C 7.231 2.934 0.067 -0.27 -0.08 0.57
C 8.010 1.860 -0.364 -0.01 0.05 -0.05
C 8.133 0.791 0.493 0.09 -0.05 -0.14
C 7.511 0.778 1.754 -0.07 0.09 0.09
C 6.762 1.842 2.209 -0.02 -0.07 0.12
C 6.629 2.921 1.336 0.13 0.16 -0.49
H 2.258 2.859 -0.223 -0.02 0.03 -0.02
H 3.990 3.202 -0.319 -0.02 0.01 -0.04
H 2.876 4.476 0.179 -0.01 0.00 -0.06
H 2.546 1.108 4.153 -0.05 0.04 0.04
H 4.310 3.159 4.684 0.07 -0.01 -0.03
H 5.475 4.793 3.300 -0.01 0.02 -0.03
H 4.557 5.480 1.935 0.05 0.01 0.04
H 8.482 1.884 -1.336 0.02 -0.05 0.00
H 8.724 -0.067 0.200 -0.01 0.01 -0.03
H 7.625 -0.096 2.382 0.05 0.03 0.04
H 6.305 1.835 3.189 -0.05 -0.05 -0.01
```
Positions in Å, forces in eV/Å.

Calculated values
- 2S+1 = 2
- E_HOMO (alpha / beta) (eV) = -9.7 / -9.6
- charge = +1

ORCA calculation (the ωB97M-V functional and the def2-TZVPD basis) on a molecular structure, C54H54AsCl2N4NaO6P2.

```
124
Properties=species:S:1:pos:R:3:forces:R:3
Na -0.618 1.525 -0.964 0.65 -0.46 0.17
C 12.944 -1.821 4.232 0.05 0.01 0.01
O 12.084 -2.685 3.511 0.07 -0.02 0.04
C 10.887 -2.191 3.120 -0.02 -0.01 -0.02
C 10.459 -0.889 3.357 0.01 0.06 0.03
C 9.210 -0.486 2.911 -0.04 -0.06 -0.04
C 8.372 -1.363 2.228 0.05 0.05 0.04
C 8.819 -2.665 1.997 0.02 0.01 0.01
C 10.059 -3.079 2.436 -0.08 0.00 -0.04
C 7.059 -0.893 1.781 -0.03 0.04 0.03
N 6.612 0.334 1.912 -0.03 -0.04 -0.05
C 5.352 0.317 1.363 0.02 -0.13 -0.03
C 5.035 -0.934 0.899 0.02 0.13 0.06
N 6.139 -1.708 1.173 -0.01 0.11 0.01
C 3.788 -1.246 0.281 0.03 -0.06 -0.02
C 3.445 -2.525 -0.174 -0.12 0.00 -0.06
C 2.222 -2.709 -0.765 0.07 0.03 0.03
C 1.382 -1.599 -0.898 0.16 -0.09 -0.14
N 1.671 -0.389 -0.471 -0.11 0.05 0.01
C 2.856 -0.196 0.133 0.09 -0.10 0.09
C 3.161 1.138 0.659 0.08 -0.03 0.04
N 2.208 2.079 0.569 -0.05 0.09 -0.03
C 2.470 3.269 1.069 -0.02 0.14 0.05
C 3.684 3.620 1.672 0.07 -0.09 0.01
C 4.669 2.668 1.772 -0.17 0.08 -0.05
C 4.407 1.391 1.264 0.06 0.05 0.06
H 13.829 -2.406 4.464 0.00 0.01 0.01
H 12.478 -1.483 5.161 0.01 -0.01 -0.02
H 13.232 -0.955 3.631 -0.01 -0.01 0.01
H 11.084 -0.182 3.885 -0.04 -0.04 -0.03
H 8.871 0.524 3.094 -0.02 -0.01 -0.01
H 8.204 -3.378 1.463 0.00 -0.01 -0.01
H 10.408 -4.088 2.258 0.01 0.02 0.01
H 6.253 -2.686 0.989 -0.01 -0.06 -0.03
H 4.136 -3.353 -0.064 0.00 0.00 0.01
H 1.899 -3.673 -1.135 0.03 0.02 0.00
H 0.444 -1.715 -1.409 -0.23 -0.01 -0.08
H 1.674 4.001 0.998 0.10 -0.10 -0.05
H 3.817 4.623 2.054 0.03 -0.01 0.01
H 5.626 2.866 2.235 0.00 0.01 0.00
C 2.624 6.373 -3.241 0.03 0.00 -0.04
C 2.039 6.289 -1.849 -0.09 0.00 0.09
O 0.660 5.875 -1.886 0.13 -0.01 0.01
P 0.379 4.262 -1.900 -0.26 0.05 -0.11
O -0.121 3.929 -0.395 -0.07 0.21 -0.07
C -1.142 4.723 0.281 -0.01 -0.08 -0.09
C -0.500 5.622 1.312 0.02 0.02 0.04
O -1.093 4.304 -2.585 0.13 0.06 -0.08
C -1.186 4.245 -4.019 0.00 -0.06 0.06
C -1.697 5.560 -4.560 -0.02 0.06 -0.01
H 3.656 6.726 -3.199 -0.03 0.00 0.01
H 2.047 7.064 -3.858 -0.01 -0.01 0.01
H 2.621 5.394 -3.723 -0.01 0.00 0.02
H 2.040 7.265 -1.364 0.01 0.00 0.01
H 2.618 5.607 -1.219 0.02 -0.01 -0.02
H -1.823 4.002 0.725 0.00 -0.01 0.03
H -1.696 5.290 -0.465 -0.01 0.05 0.03
H 0.106 5.039 2.007 -0.04 0.03 0.02
H -1.272 6.130 1.893 -0.02 0.00 -0.04
H 0.127 6.379 0.839 0.02 -0.03 0.01
H -1.858 3.415 -4.239 -0.01 0.02 -0.01
H -0.204 4.005 -4.443 -0.02 0.01 0.00
H -2.674 5.797 -4.136 0.01 -0.02 0.01
H -1.802 5.509 -5.645 0.02 -0.02 0.01
H -1.012 6.372 -4.312 -0.01 -0.01 0.00
C -3.943 -1.207 -1.298 -0.01 0.00 0.05
C -4.600 -0.730 -0.008 -0.09 0.02 -0.04
As -6.565 -0.876 -0.139 0.04 0.00 -0.05
C -6.605 -2.835 -0.080 0.01 0.02 -0.01
C -7.044 -3.519 -1.209 0.01 -0.03 -0.01
C -7.025 -4.909 -1.250 -0.01 0.02 -0.03
C -6.577 -5.627 -0.152 0.00 -0.04 0.01
C -6.143 -4.952 0.982 -0.01 -0.03 0.03
C -6.151 -3.567 1.015 -0.01 0.02 0.03
C -6.985 -0.540 1.739 -0.01 -0.01 -0.01
C -6.229 0.336 2.511 0.04 0.04 0.01
C -6.594 0.612 3.823 0.02 0.02 0.02
C -7.716 0.017 4.378 -0.02 0.01 0.02
C -8.480 -0.854 3.612 0.00 -0.01 -0.02
C -8.119 -1.125 2.301 0.00 -0.01 0.02
P -2.105 -1.313 -1.133 0.02 0.05 0.12
C -1.725 -2.164 -2.712 -0.05 0.07 -0.08
C -1.996 -1.428 -3.871 -0.02 0.03 -0.03
C -1.705 -1.947 -5.122 -0.01 0.01 -0.01
C -1.118 -3.201 -5.240 0.01 0.01 -0.03
C -0.822 -3.927 -4.098 0.01 -0.01 0.01
C -1.125 -3.413 -2.843 0.02 -0.01 0.04
C -1.987 -2.646 0.119 -0.10 -0.09 -0.05
C -2.695 -3.846 0.027 0.01 -0.01 -0.01
C -2.624 -4.789 1.039 0.03 -0.02 0.04
C -1.853 -4.540 2.169 -0.01 -0.03 0.00
C -1.160 -3.346 2.282 0.02 -0.01 0.03
C -1.229 -2.406 1.261 0.11 0.02 0.00
H -4.156 -0.517 -2.115 0.00 0.03 -0.01
H -4.311 -2.193 -1.593 -0.06 -0.01 -0.01
H -4.328 0.306 0.191 -0.02 0.02 0.00
H -4.291 -1.329 0.851 0.05 -0.04 0.02
H -7.403 -2.964 -2.069 0.00 0.02 0.01
H -7.367 -5.427 -2.138 0.00 0.00 0.01
H -6.570 -6.710 -0.177 0.00 0.01 0.00
H -5.796 -5.509 1.844 0.00 0.01 -0.01
H -5.807 -3.050 1.905 0.00 0.00 -0.01
H -5.349 0.817 2.099 -0.03 -0.02 -0.01
H -5.994 1.297 4.411 -0.01 -0.01 0.00
H -7.998 0.233 5.400 0.01 0.00 -0.01
H -9.359 -1.324 4.035 0.00 0.01 0.00
H -8.721 -1.810 1.714 0.01 0.00 -0.01
H -2.425 -0.434 -3.786 0.01 -0.02 0.02
H -1.931 -1.365 -6.006 0.01 -0.02 0.00
H -0.888 -3.603 -6.219 0.00 -0.01 0.02
H -0.358 -4.903 -4.177 -0.01 0.01 -0.01
H -0.888 -3.997 -1.961 -0.03 -0.01 0.03
H -3.317 -4.047 -0.839 0.01 0.00 0.00
H -3.180 -5.714 0.952 0.00 0.01 0.00
H -1.803 -5.274 2.964 0.00 0.01 -0.02
H -0.567 -3.140 3.164 -0.01 0.00 -0.01
H -0.684 -1.473 1.354 -0.02 0.02 -0.02
Cl -5.588 2.065 -2.291 0.01 -0.02 -0.03
C -4.254 3.050 -1.641 0.08 -0.16 -0.08
Cl -4.791 3.907 -0.193 0.00 0.05 0.09
C -3.010 2.146 -1.407 -0.14 0.09 -0.28
O -2.626 1.958 -0.237 -0.28 0.17 0.09
O -2.480 1.716 -2.459 -0.07 0.06 0.26
H -4.014 3.796 -2.389 0.02 -0.01 -0.03
```
Positions in Å, forces in eV/Å.

Calculated values
- 2S+1 = 1
- E_HOMO (eV) = -7.9

Results for energy above the lowest of the compared OMol25 structures with the same formula, charge and spin: 0.0000 0.3646 (in eV, following the order of the records).
Results for F_max: 0.0489 0.0158 (in hartree/bohr, following the order of the records).